Entry 1:
{"formula": "C24H19BBrCl2N8O2Sc", "method": "wB97M-V/def2-TZVPD", "species": ["Br", "Sc", "Cl", "Cl", "O", "O", "N", "N", "N", "N", "N", "N", "N", "N", "C", "C", "C", "C", "C", "C", "C", "C", "C", "C", "C", "C", "C", "C", "C", "C", "C", "C", "C", "C", "C", "C", "C", "C", "B", "H", "H", "H", "H", "H", "H", "H", "H", "H", "H", "H", "H", "H", "H", "H", "H", "H", "H", "H"], "positions_angstrom": [[2.1438, 0.7622, -2.6052], [0.7890, -0.4222, -0.3400], [2.9991, -3.2819, -3.3704], [3.6392, -4.5030, -0.7815], [2.4889, -1.7615, -0.4624], [0.5612, -2.3074, -1.3366], [-0.6754, -0.4206, 2.3762], [0.0668, 2.6531, 4.3800], [-0.5399, -1.1104, 1.2152], [-0.5364, 1.8712, 1.2603], [-0.1707, 1.5606, -0.0094], [-0.6428, 1.6867, 3.7398], [1.4410, 0.9135, 2.4529], [1.9848, 0.3116, 1.3595], [0.7009, -1.0526, -6.0539], [-1.9447, 1.7113, 4.1439], [-1.1108, 3.0814, 1.2813], [-1.1395, 3.5828, -0.0069], [-0.5368, 2.5957, -0.7739], [2.3906, -3.7906, -1.7805], [-0.9873, -2.3516, 1.4409], [3.6194, 0.7832, 2.8123], [-2.9853, -0.9373, -2.8969], [1.7883, -2.5575, -1.1374], [-2.1899, -0.2013, -1.9733], [1.0247, -0.0534, -3.9160], [-0.9057, 0.0017, -2.3242], [-2.4731, -1.3029, -4.1074], [-1.1737, -1.2344, 3.3149], [-2.0758, 2.6894, 5.0911], [3.3002, 0.2296, 1.5803], [-0.3102, -0.3093, -3.5540], [1.5406, -0.3948, -5.1262], [-1.1365, -0.9953, -4.4801], [-1.4055, -2.4791, 2.7573], [2.4082, 1.1982, 3.3357], [-0.5911, -1.3559, -5.7360], [-0.7805, 3.2345, 5.2045], [-0.0988, 1.0292, 2.5019], [-1.5290, 4.5297, -0.3344], [-3.0957, -1.8309, -4.8183], [4.5903, 0.8696, 3.2655], [-2.9654, 2.9647, 5.6295], [-0.4386, 4.0287, 5.8489], [2.1643, 1.6896, 4.2603], [-1.4459, 3.5170, 2.2084], [-0.3437, 2.5817, -1.8345], [-2.6077, 0.1664, -1.0442], [1.6110, -4.5237, -1.9586], [-2.6807, 1.0491, 3.7183], [-0.9803, -3.0754, 0.6420], [-1.3282, -0.8832, 4.3210], [3.9391, -0.2384, 0.8494], [2.5721, -0.1847, -5.3714], [1.1037, -1.3287, -7.0185], [-1.2187, -1.8842, -6.4423], [-1.8137, -3.3472, 3.2426], [-4.0091, -1.1729, -2.6393]], "forces_ev_per_angstrom": [[0.1, 0.1, 0.0], [0.0, 0.1, 0.1], [0.0, 0.1, 0.0], [0.0, 0.0, 0.0], [-0.1, 0.0, -0.1], [0.0, -0.1, 0.0], [0.1, 0.0, -0.1], [0.0, -0.1, 0.0], [-0.1, 0.0, 0.1], [0.0, -0.1, 0.0], [0.0, 0.0, 0.1], [0.0, 0.1, 0.0], [0.0, 0.0, 0.0], [0.0, 0.0, 0.0], [0.1, 0.0, 0.0], [0.0, 0.0, 0.0], [0.0, 0.1, 0.0], [0.0, 0.0, 0.0], [0.0, 0.0, 0.0], [-0.1, -0.1, 0.0], [0.0, 0.0, 0.0], [0.0, 0.0, 0.0], [0.0, 0.0, 0.0], [0.2, 0.1, 0.1], [0.0, 0.0, 0.0], [0.1, 0.0, 0.0], [0.1, 0.0, 0.0], [0.0, 0.0, 0.0], [0.0, 0.0, 0.1], [0.0, -0.1, 0.0], [0.0, 0.0, 0.0], [-0.1, 0.0, 0.0], [-0.1, -0.1, 0.0], [0.0, 0.0, -0.1], [0.0, 0.0, 0.0], [0.0, 0.0, 0.0], [0.0, 0.0, 0.0], [0.0, 0.1, 0.0], [0.0, 0.0, 0.0], [0.0, 0.0, 0.0], [0.0, 0.0, 0.0], [0.0, 0.0, 0.0], [0.0, 0.0, 0.0], [0.0, 0.0, 0.0], [0.0, 0.0, 0.0], [0.0, 0.0, 0.0], [0.0, 0.0, 0.0], [0.0, 0.0, 0.0], [0.0, 0.0, 0.0], [0.0, 0.0, 0.0], [0.0, 0.0, 0.0], [0.0, 0.0, 0.0], [0.0, 0.0, 0.0], [0.0, 0.0, 0.0], [0.0, 0.0, 0.0], [0.0, 0.0, 0.0], [0.0, 0.0, 0.0], [0.0, 0.0, 0.0]], "nbo_charge": [0.205, 1.687, 0.021, 0.054, -0.692, -0.720, -0.313, -0.285, -0.433, -0.324, -0.422, -0.404, -0.329, -0.433, -0.182, -0.049, 0.034, -0.328, 0.008, -0.324, 0.014, -0.331, -0.194, 0.767, -0.283, -0.068, 0.073, -0.146, 0.028, -0.337, 0.019, -0.108, -0.211, -0.051, -0.323, 0.040, -0.163, -0.033, 0.933, 0.250, 0.233, 0.247, 0.243, 0.222, 0.266, 0.248, 0.229, 0.254, 0.253, 0.225, 0.239, 0.246, 0.239, 0.246, 0.238, 0.233, 0.251, 0.238], "e_homo_ev": [-11.76, -11.70], "spin_multiplicity": 2, "s2": 0.757, "homo_lumo_gap_ev": [8.798, 6.757], "charge": 1, "de_lowest_kcal_mol": 0.7}

Entry 2:
{"formula": "C24H19Br3MoN5O9", "method": "wB97M-V/def2-TZVPD", "species": ["Mo", "Br", "Br", "Br", "O", "O", "O", "O", "O", "O", "O", "O", "O", "N", "N", "N", "N", "N", "C", "C", "C", "C", "C", "C", "C", "C", "C", "C", "C", "C", "C", "C", "C", "C", "C", "C", "C", "C", "C", "C", "C", "C", "H", "H", "H", "H", "H", "H", "H", "H", "H", "H", "H", "H", "H", "H", "H", "H", "H", "H", "H"], "positions_angstrom": [[0.2827, -0.1252, -0.6008], [-2.8410, -1.6118, 2.7760], [4.1654, -0.0283, -3.8182], [7.1399, 0.1916, 1.0089], [1.8249, 0.0194, -1.7562], [-1.5729, -1.2322, -4.0365], [-1.0681, -1.1398, 0.7212], [-2.4847, 0.7107, -5.6698], [-2.1152, 2.3836, 1.9813], [-0.7152, 1.3498, 0.6768], [-0.6052, -1.1919, -2.0175], [-2.5967, 2.9329, -5.5470], [0.8407, -2.0373, 0.3286], [-0.3867, 1.3648, -1.9278], [1.8266, 0.3857, 0.7285], [-1.0883, 2.9984, -3.2008], [-2.9703, 1.0202, 0.3605], [-2.8394, 0.1671, -0.7441], [0.1473, 3.6667, -1.1228], [3.0590, 0.2821, 0.1617], [4.1753, 0.2569, 2.2889], [-1.2261, -5.3138, 3.5278], [-0.4354, 2.6856, -2.0646], [-1.7204, -3.1304, 2.6903], [-1.0693, -0.6525, -3.0885], [-3.4387, 2.7790, 2.3330], [-0.6237, -3.1932, 1.8278], [0.1714, -4.3404, 1.8446], [-0.9994, 0.8250, -3.0293], [1.7802, 0.3928, 2.0639], [-1.4531, 1.8431, -3.8364], [-1.9006, 1.5357, 0.9925], [5.4675, 0.1879, 0.1240], [-2.2343, 1.8697, -5.1168], [-2.0207, -4.1784, 3.5400], [-0.1291, -5.3950, 2.6804], [5.4412, 0.1273, -1.2535], [4.2275, 0.0792, -1.9398], [2.9199, 0.3055, 2.8602], [4.2750, 0.2555, 0.8860], [3.0206, 0.1166, -1.2402], [-0.2714, -2.1021, 0.9153], [5.0667, 0.1955, 2.8931], [0.8930, 4.2869, -1.6200], [-3.9892, 3.1267, 1.4577], [-3.3167, 3.6020, 3.0345], [6.3622, 0.1022, -1.8178], [0.6166, 3.1397, -0.2908], [-1.2989, 3.9130, -3.5836], [-3.9720, 1.9631, 2.8241], [2.8108, 0.2890, 3.9323], [-0.6237, 4.3289, -0.7310], [-3.6241, 0.3217, -1.3744], [0.7913, 0.4818, 2.5008], [0.4870, -6.2799, 2.6699], [-3.8456, 0.9864, 0.8765], [-2.8735, -4.1055, 4.1994], [-2.8396, -0.8131, -0.4517], [-2.1475, -0.0956, -5.1882], [-1.4709, -6.1321, 4.1859], [1.0149, -4.3709, 1.1748]], "forces_ev_per_angstrom": [[-2.0, 1.1, -0.2], [-0.6, 0.0, 0.5], [0.1, 0.0, 0.2], [-0.1, 0.0, -0.1], [-0.9, -1.0, 0.0], [0.1, 0.0, 0.2], [0.4, 0.3, -0.6], [-0.2, -0.3, -0.4], [0.3, -0.3, 0.0], [0.0, -0.4, -0.2], [0.1, -1.2, 0.3], [0.0, 0.0, -0.1], [0.3, 0.0, -0.2], [-0.3, 1.0, -0.6], [1.3, -0.2, 1.2], [0.1, -0.1, 0.1], [-0.6, -0.2, 0.2], [0.0, -0.2, 0.2], [0.1, 0.1, 0.1], [0.6, -0.1, -0.2], [-0.5, 0.0, -0.1], [0.0, 0.1, -0.1], [0.1, 0.0, 0.3], [0.2, 0.0, -0.2], [-0.4, 0.7, -0.9], [-0.3, 0.2, 0.2], [-0.1, -0.3, 0.2], [-0.1, 0.2, -0.1], [-0.2, 0.6, -0.7], [-0.4, 0.1, -0.5], [0.1, -1.1, 0.1], [0.1, 0.1, -0.3], [0.3, 0.0, -0.4], [0.3, 0.1, 0.6], [0.0, 0.0, 0.0], [0.0, -0.1, 0.1], [0.3, 0.0, 0.8], [-1.5, 0.0, 0.0], [0.4, 0.2, 0.0], [-0.3, 0.1, -0.2], [2.2, 0.3, 0.3], [0.3, -0.3, 0.2], [0.1, 0.0, 0.1], [0.0, 0.0, 0.0], [0.0, 0.0, 0.0], [0.0, -0.1, -0.1], [0.0, 0.0, 0.0], [-0.1, 0.1, -0.1], [0.1, -0.1, 0.1], [0.0, 0.0, 0.0], [-0.1, 0.0, 0.1], [0.0, 0.0, 0.1], [0.2, 0.2, 0.1], [0.1, -0.1, 0.0], [0.1, -0.1, 0.0], [0.3, 0.1, -0.1], [0.0, 0.0, 0.0], [0.0, 0.3, 0.1], [0.1, 0.4, 0.2], [0.0, -0.1, 0.1], [0.1, -0.1, -0.1]], "nbo_charge": [1.662, 0.061, 0.131, 0.106, -0.612, -0.597, -0.687, -0.654, -0.461, -0.631, -0.664, -0.568, -0.631, -0.467, -0.448, -0.468, -0.460, -0.636, -0.671, 0.128, -0.069, -0.141, 0.453, -0.043, 0.799, -0.278, -0.158, -0.143, 0.004, 0.099, 0.035, 0.945, -0.066, 0.768, -0.247, -0.215, -0.227, -0.131, -0.260, -0.118, 0.332, 0.760, 0.249, 0.253, 0.197, 0.233, 0.258, 0.257, 0.461, 0.194, 0.244, 0.243, 0.385, 0.224, 0.233, 0.402, 0.240, 0.399, 0.525, 0.231, 0.242], "e_homo_ev": [-10.67, -10.66], "spin_multiplicity": 1, "homo_lumo_gap_ev": [6.017, 6.012], "charge": 1}

Entry 3:
{"formula": "C24H19BrN3O3RbSTe", "method": "wB97M-V/def2-TZVPD", "species": ["Te", "Rb", "Br", "S", "O", "O", "O", "N", "N", "N", "C", "C", "C", "C", "C", "C", "C", "C", "C", "C", "C", "C", "C", "C", "C", "C", "C", "C", "C", "C", "C", "C", "C", "C", "H", "H", "H", "H", "H", "H", "H", "H", "H", "H", "H", "H", "H", "H", "H", "H", "H", "H", "H"], "positions_angstrom": [[-1.0646, 3.5311, 1.9933], [-0.0912, 0.3942, 0.2149], [-1.2613, 0.7095, 8.6428], [-0.5932, 1.9359, -3.0309], [0.7239, 3.1247, -0.0926], [-1.6721, -1.6248, 0.3615], [2.1092, 1.4146, -0.4494], [0.0210, -1.7576, 2.4756], [-3.4464, -4.5371, 4.6571], [-3.3714, -4.2972, 5.9004], [-2.8061, -3.1108, 6.4253], [1.2234, 3.4198, -4.4550], [3.0075, 3.7161, -2.3880], [0.6411, -2.7058, 4.5719], [-0.5536, -3.3703, 4.6594], [-2.4904, -0.7199, 6.4999], [1.8240, 3.0295, -2.1752], [-3.4964, -3.9187, 2.4237], [0.8893, 2.8467, -3.2182], [2.3991, 4.1187, -4.6600], [-1.5261, -3.2061, 3.6533], [-2.7399, 3.8539, 3.3326], [0.8712, -1.8745, 3.4707], [-2.3578, 3.1818, 0.3323], [3.3124, 4.2748, -3.6247], [1.5432, 2.4776, -0.7947], [-2.9425, -1.8487, 5.8434], [-1.9984, -2.3449, 1.3142], [-1.7700, -2.0790, 8.3561], [-2.2406, -3.2002, 7.6972], [-1.8970, -0.8417, 7.7479], [-3.1583, -3.1867, 1.3209], [-2.7982, -3.8783, 3.6455], [-1.1451, -2.4278, 2.5372], [-3.6345, 3.4348, 2.8762], [-1.7681, 2.9390, -0.5500], [-2.5853, 0.2513, 6.0333], [-3.3841, -1.7463, 4.8606], [-1.3151, -2.1648, 9.3339], [2.6061, 4.5400, -5.6401], [4.2413, 4.8133, -3.7753], [-4.3893, -4.5350, 2.4210], [-2.9341, 4.0846, 0.1422], [-3.7529, -3.2083, 0.4178], [1.3977, -2.8155, 5.3387], [-2.8919, 4.9160, 3.5080], [0.5201, 3.2903, -5.2703], [-2.1783, -4.1761, 8.1628], [3.7036, 3.8112, -1.5616], [1.7901, -1.3024, 3.3924], [-3.0268, 2.3598, 0.5838], [-0.7469, -4.0326, 5.4901], [-2.5682, 3.3506, 4.2805]], "forces_ev_per_angstrom": [[0.1, 0.0, 0.0], [-0.5, 0.1, 0.0], [0.0, 0.0, 0.0], [0.0, 0.0, 0.1], [0.0, 0.1, 0.1], [-0.6, -0.7, 0.2], [0.9, 0.3, -0.3], [0.0, -0.1, 0.1], [-0.2, 0.0, 0.2], [0.2, -0.1, -0.1], [-0.1, -0.1, 0.1], [-0.1, 0.0, -0.1], [0.0, 0.0, 0.0], [0.0, 0.0, 0.0], [0.0, 0.0, 0.0], [0.0, 0.1, 0.1], [-0.1, -0.1, 0.1], [-0.1, -0.1, 0.0], [-0.1, -0.1, 0.1], [0.1, 0.1, 0.0], [0.2, 0.0, 0.0], [0.0, 0.0, -0.1], [0.0, 0.0, 0.0], [-0.1, 0.1, 0.1], [0.0, 0.0, 0.0], [0.1, 0.2, -0.1], [0.0, 0.1, 0.0], [0.0, 0.0, 0.0], [0.0, 0.1, 0.0], [0.0, -0.1, 0.0], [0.0, -0.1, 0.0], [0.1, 0.1, 0.0], [0.1, 0.0, -0.2], [0.0, 0.0, 0.0], [-0.1, 0.0, 0.0], [0.2, 0.0, 0.0], [0.0, 0.0, 0.0], [0.0, 0.0, 0.1], [0.0, 0.0, 0.0], [0.0, 0.0, 0.0], [0.0, 0.0, 0.0], [0.0, 0.0, 0.0], [0.0, 0.0, 0.0], [0.0, 0.0, 0.0], [0.0, 0.0, 0.0], [0.0, 0.0, 0.0], [0.0, 0.0, 0.0], [0.0, 0.0, 0.0], [0.0, 0.0, 0.0], [0.0, 0.0, 0.0], [0.0, 0.0, 0.0], [0.0, 0.0, 0.0], [0.0, 0.0, 0.1]], "nbo_charge": [0.492, 0.922, 0.015, -0.568, -0.811, -0.672, -0.801, -0.401, -0.126, -0.293, 0.081, -0.259, -0.235, -0.261, -0.188, -0.246, -0.078, -0.105, -0.145, -0.245, -0.009, -0.937, 0.022, -0.881, -0.281, 0.758, -0.174, 0.461, -0.234, -0.231, -0.108, -0.391, -0.100, 0.057, 0.209, 0.283, 0.230, 0.228, 0.213, 0.178, 0.179, 0.209, 0.206, 0.212, 0.207, 0.198, 0.198, 0.216, 0.194, 0.188, 0.200, 0.216, 0.206], "e_homo_ev": -0.93, "spin_multiplicity": 1, "homo_lumo_gap_ev": 4.539, "charge": -2, "de_lowest_kcal_mol": 3.6}

Entry 4:
{"formula": "C24H19HfN2O5S", "method": "wB97M-V/def2-TZVPD", "species": ["Hf", "S", "O", "O", "O", "O", "O", "N", "N", "C", "C", "C", "C", "C", "C", "C", "C", "C", "C", "C", "C", "C", "C", "C", "C", "C", "C", "C", "C", "C", "C", "C", "C", "H", "H", "H", "H", "H", "H", "H", "H", "H", "H", "H", "H", "H", "H", "H", "H", "H", "H", "H"], "positions_angstrom": [[-9.7607, -13.6535, 8.3908], [-6.5896, -13.2185, 5.2166], [-11.4919, -12.6005, 8.7229], [-8.0904, -14.4088, 9.3872], [-11.4912, -14.8416, 14.2623], [-13.3482, -12.2676, 10.0651], [-7.0574, -15.4554, 11.1139], [-8.4142, -12.6315, 7.0650], [-10.1087, -13.8239, 10.5321], [-6.1321, -12.1834, 6.5904], [-10.0765, -15.9583, 3.9509], [-4.9027, -11.6013, 6.8198], [-6.9940, -9.3096, 10.6475], [-9.3268, -14.5829, 11.3850], [-11.3425, -13.4794, 10.9371], [-11.0730, -16.2366, 4.8927], [-7.2515, -11.9472, 7.4409], [-12.2157, -12.6931, 9.9044], [-9.1229, -15.0353, 4.2994], [-9.1286, -14.3955, 5.5508], [-8.1080, -13.4009, 5.9355], [-7.1432, -11.1134, 8.5474], [-5.9004, -10.6037, 8.8180], [-11.7873, -13.7068, 12.1851], [-4.6014, -8.8597, 10.0192], [-5.6882, -9.9540, 10.1549], [-5.2170, -11.0290, 11.1627], [-4.7870, -10.8531, 7.9950], [-10.1845, -14.6628, 6.4920], [-10.9372, -14.4514, 13.0650], [-8.0208, -14.8966, 10.6628], [-9.6440, -14.8730, 12.6518], [-11.1057, -15.5887, 6.1373], [-4.9405, -10.5392, 12.1478], [-6.8803, -8.5155, 11.4366], [-3.8623, -10.4505, 8.3147], [-3.5778, -9.2075, 9.8595], [-6.0333, -11.6668, 11.4240], [-4.5114, -8.1647, 10.8222], [-10.8255, -15.2978, 14.7741], [-11.7733, -17.0427, 4.6885], [-11.8921, -15.6731, 6.8891], [-8.0260, -10.9896, 9.2598], [-7.4482, -8.7438, 9.8544], [-7.6790, -10.0782, 10.9893], [-4.8521, -8.2413, 9.0999], [-12.7194, -13.3378, 12.6010], [-10.3044, -16.3292, 2.9108], [-4.1321, -11.7805, 6.1263], [-4.3918, -11.7312, 10.8727], [-8.5517, -14.5861, 3.4680], [-8.9302, -15.4385, 13.2744]], "forces_ev_per_angstrom": [[0.8, 0.9, 0.0], [-0.2, 0.5, 1.4], [-0.3, -0.6, 1.5], [-0.4, -0.7, 0.5], [0.7, 1.2, -1.9], [3.0, -1.2, 0.0], [-1.1, 0.4, 0.1], [2.4, -1.0, -2.4], [-1.2, -1.6, 1.8], [-1.2, 0.3, -0.1], [-2.1, -0.4, -0.3], [-0.9, 0.4, 1.4], [0.4, 0.9, 0.8], [0.5, 1.7, -2.8], [-0.6, 1.5, -0.8], [0.1, -0.8, 0.6], [0.4, 0.0, -0.7], [-0.6, 0.5, -1.2], [0.5, 1.7, -0.9], [-0.4, -0.3, -0.2], [-2.3, 0.3, 1.5], [-1.4, -0.9, 0.1], [0.6, -0.4, 0.6], [0.5, -1.0, 2.6], [-0.2, 0.6, -2.1], [1.2, 0.9, 0.9], [0.8, 0.3, 1.2], [-1.1, -0.5, -0.9], [2.3, 0.5, -0.3], [-1.1, -0.6, 0.7], [0.8, 0.3, -1.4], [-0.8, -0.3, 1.4], [-1.1, -0.6, -0.3], [-0.1, -0.4, -1.2], [0.3, -1.2, -0.4], [0.8, 0.2, -0.1], [-0.2, -0.4, 0.0], [-0.8, -0.6, 0.0], [-0.4, 0.3, 0.9], [0.3, -0.3, 0.4], [-0.2, 0.4, -0.1], [-0.3, -0.8, -0.7], [1.3, 0.0, -1.2], [-0.4, 0.1, -0.6], [-0.2, 0.1, 0.2], [0.3, -0.5, 1.0], [-0.1, -0.1, -0.4], [1.0, 0.3, 1.2], [1.1, 0.0, -0.5], [-0.5, 1.0, -0.1], [0.3, -0.5, 0.6], [-0.6, 0.3, -0.3]], "nbo_charge": [2.598, 0.559, -0.866, -0.870, -0.609, -0.491, -0.504, -0.682, -0.638, -0.202, -0.195, -0.202, -0.608, 0.146, 0.129, -0.155, 0.136, 0.767, -0.166, -0.119, 0.119, -0.231, 0.028, -0.260, -0.607, -0.098, -0.601, -0.136, -0.570, 0.427, 0.762, -0.290, -0.177, 0.223, 0.236, 0.225, 0.212, 0.200, 0.227, 0.498, 0.230, 0.215, 0.224, 0.219, 0.196, 0.212, 0.281, 0.248, 0.234, 0.227, 0.226, 0.274], "e_homo_ev": -11.56, "spin_multiplicity": 1, "homo_lumo_gap_ev": 7.426, "charge": 1}

Number 1: molecular weight 658.05 g/mol, maximum force 0.0041 hartree/bohr. Number 2: molecular weight 857.09 g/mol, maximum force 0.0440 hartree/bohr. Number 3: molecular weight 722.47 g/mol, maximum force 0.0199 hartree/bohr. Number 4: molecular weight 625.98 g/mol, maximum force 0.0680 hartree/bohr.